(1)
Formula: C48H50N8OsSe
Source: the OMol25 dataset
Level of theory: wB97M-V/def2-TZVPD

Output
Maximum force   4.63 eV/A
Total charge   +2
HOMO level (alpha / beta)   -12.261 / -12.287 eV

The geometry in XYZ format:
```
108
Properties=species:S:1:pos:R:3:forces:R:3:lowdin_charge:R:1
Os -0.0577 -0.2806 0.3045 2.09 2.80 -3.03 1.70
C -5.3760 2.6552 2.2307 0.04 0.08 -0.13 -0.06
C -4.2444 3.3130 1.4291 -0.14 -0.14 0.20 -0.18
C -2.9413 2.6064 1.5874 0.43 -0.15 -0.03 -0.12
C -1.9114 2.9277 2.4406 0.04 -0.22 -0.30 -0.11
C -1.8580 4.0267 3.4468 -0.01 -0.10 0.17 -0.17
C -2.0581 3.5357 4.8876 0.02 0.07 -0.12 -0.06
C -0.8383 2.0129 2.1649 -0.06 0.28 0.56 -0.23
N -1.2188 1.1200 1.1932 0.31 -2.33 0.94 -0.08
C -2.5001 1.4830 0.8103 -0.98 0.00 0.15 -0.23
C -3.1999 0.9364 -0.2437 0.23 -0.18 0.13 0.09
C -2.7882 -0.1304 -1.0323 0.01 -0.09 -0.04 -0.21
C -3.5062 -0.6578 -2.1637 0.15 -0.23 -0.19 -0.12
C -4.7661 -0.0810 -2.7187 -0.13 -0.21 0.23 -0.18
C -6.0082 -0.5949 -1.9747 0.06 0.14 -0.19 -0.06
C -2.8070 -1.7569 -2.5867 -0.15 0.30 -0.03 -0.11
C -1.6771 -1.8900 -1.7018 -0.10 0.15 -0.03 -0.21
C -0.7801 -2.9458 -1.6971 0.08 0.13 0.24 0.09
C 0.2969 -3.0927 -0.8425 -0.33 -0.53 -0.30 -0.22
N 0.7317 -2.1351 0.0537 -1.11 0.88 1.22 -0.07
C 1.9015 -2.6144 0.5970 0.36 -0.35 -0.16 -0.21
C 2.7377 -1.9002 1.4384 -0.13 0.19 0.13 0.08
C 2.4885 -0.6543 1.9726 0.16 -0.05 -0.10 -0.20
N 1.3878 0.1143 1.6839 -0.17 -0.23 0.44 -0.05
C 1.4435 1.1810 2.5546 0.06 0.04 -0.04 -0.19
C 0.4234 2.0822 2.7420 -0.08 -0.23 -0.10 0.08
C 2.6536 1.1326 3.3406 0.45 -0.43 -0.31 -0.11
C 3.3000 -0.0188 2.9843 -0.15 0.67 0.10 -0.11
C 4.5451 -0.5933 3.5671 -0.19 -0.26 0.19 -0.17
C 4.2125 -1.6154 4.6670 0.19 0.09 -0.08 -0.06
C 3.0445 2.1313 4.3753 -0.23 -0.10 0.29 -0.17
C 2.3511 1.8604 5.7204 0.14 0.12 -0.09 -0.06
C 2.1830 -3.9250 0.0744 -0.17 0.37 -0.10 -0.11
C 1.1922 -4.2130 -0.8352 0.06 0.39 0.06 -0.11
C 1.0766 -5.4153 -1.7101 -0.13 -0.15 0.18 -0.18
C 0.1690 -6.4995 -1.1132 0.07 0.04 -0.14 -0.06
C 3.3709 -4.7532 0.4284 -0.01 -0.06 0.19 -0.17
C 3.2321 -5.4967 1.7643 0.06 0.03 -0.12 -0.06
N -1.6538 -0.8529 -0.8139 -0.76 -0.51 -0.13 -0.06
C -3.1052 -2.6743 -3.7248 -0.17 -0.18 0.22 -0.18
C -3.8978 -3.9108 -3.2728 0.07 0.11 -0.21 -0.06
H -6.3067 3.1865 2.0412 -0.06 -0.04 0.06 0.08
H -5.1670 2.6951 3.2985 -0.01 -0.03 0.03 0.08
H -5.5099 1.6116 1.9468 -0.01 -0.04 0.01 0.08
H -4.1308 4.3409 1.7741 0.00 0.04 -0.12 0.11
H -4.5241 3.3524 0.3740 0.04 0.06 -0.02 0.11
H -2.6369 4.7543 3.2203 0.10 0.09 -0.05 0.11
H -0.8954 4.5390 3.3771 -0.05 0.09 -0.05 0.12
H -3.0560 3.1218 5.0228 -0.02 -0.03 0.01 0.08
H -1.9371 4.3758 5.5687 -0.03 -0.05 0.09 0.09
H -1.3350 2.7651 5.1542 0.03 -0.02 0.02 0.07
H -4.1576 1.3805 -0.4778 -0.03 0.01 0.01 0.13
H -4.8490 -0.3494 -3.7730 0.03 0.11 -0.03 0.11
H -4.7290 1.0091 -2.6547 0.01 0.02 -0.13 0.11
H -6.1074 -1.6723 -2.0942 -0.01 -0.03 0.06 0.07
H -6.9008 -0.1234 -2.3818 -0.07 -0.02 0.05 0.08
H -5.9506 -0.3705 -0.9097 -0.03 -0.03 0.04 0.07
H -0.9529 -3.7400 -2.4102 0.00 -0.03 -0.01 0.12
H 3.6580 -2.3831 1.7355 -0.02 -0.06 0.07 0.12
H 0.5924 2.8827 3.4482 -0.01 -0.02 0.07 0.12
H 5.1544 0.2040 3.9918 0.04 0.00 -0.09 0.12
H 5.1359 -1.0827 2.7903 0.07 0.10 -0.02 0.11
H 3.6667 -1.1405 5.4804 -0.03 -0.02 0.02 0.07
H 5.1315 -2.0355 5.0714 -0.02 -0.06 0.05 0.08
H 3.5996 -2.4286 4.2775 -0.01 -0.04 0.02 0.07
H 2.7940 3.1400 4.0399 0.09 0.01 -0.06 0.12
H 4.1236 2.0966 4.5242 0.01 0.07 -0.08 0.11
H 1.2659 1.8746 5.6182 -0.04 -0.01 0.03 0.06
H 2.6389 2.6214 6.4434 -0.04 -0.01 0.06 0.08
H 2.6415 0.8880 6.1138 -0.03 -0.03 0.03 0.07
H 2.0697 -5.8406 -1.8569 0.00 0.05 -0.13 0.11
H 0.6956 -5.1266 -2.6923 0.08 0.01 -0.02 0.11
H 0.5854 -6.8825 -0.1829 -0.04 0.01 0.05 0.08
H 0.0888 -7.3276 -1.8149 -0.05 -0.06 0.03 0.08
H -0.8322 -6.1169 -0.9159 -0.02 0.00 0.04 0.08
H 4.2558 -4.1138 0.4731 0.04 -0.05 -0.11 0.12
H 3.5321 -5.4899 -0.3587 0.13 0.08 -0.04 0.11
H 3.0112 -4.8164 2.5865 -0.02 0.02 0.02 0.07
H 4.1693 -6.0052 1.9824 -0.02 -0.05 0.08 0.08
H 2.4440 -6.2464 1.7163 -0.06 0.02 0.03 0.08
H -2.1698 -2.9932 -4.1911 -0.02 0.06 -0.10 0.11
H -3.6840 -2.1375 -4.4781 0.09 0.01 -0.06 0.11
H -3.3694 -4.4535 -2.4891 -0.02 -0.04 0.02 0.07
H -4.0502 -4.5777 -4.1197 -0.03 -0.08 0.04 0.08
H -4.8746 -3.6200 -2.8904 -0.01 -0.03 0.06 0.07
Se -2.5061 1.0721 -6.8059 -0.09 -0.01 -0.15 1.21
N -2.5712 1.9928 -5.3101 -0.11 0.50 0.62 -0.22
C -1.6822 1.5015 -4.4810 -0.11 -0.30 -0.57 -0.33
C -1.4329 2.0125 -3.1490 0.36 0.16 0.34 -0.07
C -1.9981 3.1852 -2.6382 0.05 -0.01 0.16 0.06
C -1.6223 3.6118 -1.3803 0.26 -0.07 -0.33 0.01
C -0.7560 2.8171 -0.6291 0.28 0.83 -0.29 -0.09
N -0.2547 1.6803 -1.0795 -0.13 -0.99 0.34 0.08
C -0.5338 1.3118 -2.3409 -0.34 0.38 -0.42 -0.16
C 0.2179 0.1902 -2.8533 -0.21 -0.03 -0.53 -0.17
N 1.0957 -0.3349 -2.0061 -0.32 -0.38 1.30 0.10
C 1.9506 -1.2416 -2.4461 0.34 -0.17 -0.03 -0.09
C 1.9328 -1.7105 -3.7601 -0.13 0.12 0.03 0.01
C 0.9630 -1.2394 -4.6236 -0.02 0.12 0.16 0.05
C 0.0857 -0.2474 -4.1717 0.38 -0.11 0.12 -0.07
C -0.9271 0.3824 -4.9896 -0.52 0.31 -0.35 -0.33
N -1.2327 0.0163 -6.2109 0.55 -0.52 0.15 -0.22
H -2.6982 3.7476 -3.2407 -0.02 0.01 -0.04 0.14
H -2.0016 4.5368 -0.9713 0.05 0.01 0.06 0.13
H -0.4467 3.1181 0.3647 -0.09 0.08 -0.28 0.12
H 2.6895 -1.5934 -1.7361 -0.09 -0.12 0.03 0.13
H 2.6564 -2.4444 -4.0841 0.05 0.02 0.04 0.13
H 0.8877 -1.5940 -5.6426 -0.01 -0.01 -0.02 0.13
```
Forces are in eV/Å.

=====

(2)
Formula: C48H52AsClN9O2PSSr
Source: the OMol25 dataset
Level of theory: wB97M-V/def2-TZVPD

Output
Maximum force   2.10 eV/A
Energy relative to the best compared isomer or geometry (same formula, charge and spin)   0.756 eV
HOMO level   -6.994 eV

The geometry in XYZ format:
```
116
Properties=species:S:1:pos:R:3:forces:R:3:lowdin_charge:R:1
Sr 0.1747 -0.2513 0.2885 1.17 1.51 -0.89 1.20
C -2.9111 -2.8154 -2.4630 0.04 -0.03 -0.05 -0.05
C -2.1701 -1.8010 -1.6469 -0.10 0.19 0.15 -0.34
N -0.8880 -1.7513 -1.5532 -0.11 -0.45 -0.26 -0.05
N -0.2037 -2.6606 -2.3251 0.00 0.33 0.25 -0.03
C 1.0234 -2.9345 -1.9336 0.10 -0.07 -0.01 -0.91
N 1.7094 -3.7138 -2.8359 0.02 0.00 0.05 0.04
S 1.8990 -2.5104 -0.4987 -0.25 -0.15 -0.23 0.49
C -2.9725 -0.8249 -0.8471 0.18 -0.08 -0.11 -0.24
C -4.3559 -0.9462 -0.7485 0.02 -0.07 0.00 -0.01
C -5.0604 -0.0716 0.0631 -0.05 -0.05 -0.03 -0.04
C -4.3760 0.9064 0.7573 0.09 0.06 -0.06 -0.05
C -3.0031 0.9835 0.5767 -0.19 0.00 -0.02 -0.14
N -2.3226 0.1616 -0.2086 -0.18 -0.21 -0.10 0.01
H -2.2233 -3.3018 -3.1479 -0.01 0.01 0.02 0.06
H -3.7293 -2.3568 -3.0213 -0.01 0.02 -0.02 0.07
H -3.3439 -3.5797 -1.8125 0.01 -0.01 0.03 0.08
H 1.1366 -4.1901 -3.5142 0.01 -0.01 -0.02 0.08
H 2.4956 -4.2166 -2.4621 -0.02 0.00 -0.02 0.06
H -4.8709 -1.7360 -1.2739 -0.02 0.00 0.02 0.11
H -6.1342 -0.1691 0.1588 0.00 0.00 0.01 0.11
H -4.8811 1.5987 1.4140 -0.02 0.03 0.02 0.11
H -2.4124 1.7294 1.0923 0.01 0.05 0.02 0.08
N -0.4519 1.8969 2.6110 -0.01 -0.14 -0.04 0.00
C -0.3450 3.3261 2.3604 0.00 0.06 0.08 -0.28
C 0.8665 3.6021 1.4856 0.03 0.05 0.02 -0.27
N 0.8054 2.7909 0.2785 -0.12 -0.05 -0.05 -0.01
H -1.2128 1.6567 3.2351 -0.01 -0.03 -0.02 0.09
H 0.3984 1.5545 3.0436 -0.04 0.00 0.05 0.05
H -0.2718 3.9380 3.2708 0.01 -0.02 -0.06 0.11
H -1.2486 3.6554 1.8322 0.00 0.00 0.01 0.10
H 1.7721 3.3216 2.0352 0.00 0.01 0.01 0.11
H 0.9279 4.6829 1.2940 -0.01 -0.05 0.02 0.11
H 1.6137 2.9244 -0.3156 0.01 -0.03 0.02 0.06
H -0.0143 3.0151 -0.2772 0.01 0.03 -0.06 0.00
N 4.0118 1.2656 0.0502 0.02 0.08 -0.06 0.13
C 3.6540 0.9185 1.3508 0.08 0.04 -0.08 -0.30
C 4.5843 1.2464 2.3552 -0.07 -0.02 -0.07 -0.02
C 4.3117 0.8964 3.6524 0.00 -0.02 0.09 -0.07
C 3.1244 0.2262 3.9434 0.02 0.03 -0.04 -0.06
C 2.2667 -0.0338 2.8994 0.11 0.08 -0.13 -0.14
N 2.5074 0.3194 1.6205 -0.04 -0.16 0.13 0.07
C 3.4915 0.9218 -1.2058 0.09 -0.01 0.17 -0.31
C 4.3891 0.9106 -2.2809 -0.05 -0.01 0.01 -0.01
C 3.9084 0.6148 -3.5348 -0.02 -0.02 -0.08 -0.06
C 2.5542 0.3411 -3.7006 0.06 0.01 0.08 -0.05
C 1.7544 0.3856 -2.5801 0.12 0.04 0.01 -0.15
N 2.2043 0.6749 -1.3511 -0.15 0.00 -0.15 0.03
H 4.9682 1.5760 -0.0086 -0.05 -0.02 0.01 0.12
H 5.5018 1.7581 2.0971 0.03 0.01 0.00 0.11
H 5.0200 1.1358 4.4349 0.00 -0.01 0.02 0.11
H 2.8711 -0.0850 4.9454 0.00 0.00 0.03 0.11
H 1.3218 -0.5373 3.0679 -0.04 -0.06 0.01 0.09
H 5.4403 1.1083 -2.1184 0.03 0.00 0.01 0.11
H 4.5855 0.5846 -4.3786 0.00 0.00 -0.01 0.11
H 2.1296 0.0885 -4.6595 0.00 0.00 -0.04 0.10
H 0.6936 0.1806 -2.6649 -0.07 -0.08 -0.01 0.08
C -0.9356 4.2387 -3.1842 0.19 0.06 -0.03 -0.43
C -1.7169 4.8204 -4.3485 -0.09 -0.04 -0.02 -0.43
As -1.0805 6.5759 -4.9880 0.00 0.04 -0.05 1.29
C -1.1710 7.5762 -3.3151 -0.02 -0.03 -0.02 -0.42
C -2.0896 7.2459 -2.3219 0.01 0.03 0.02 -0.12
C -2.2097 8.0287 -1.1818 -0.01 -0.01 0.00 -0.08
C -1.4171 9.1546 -1.0213 0.01 0.01 0.01 -0.09
C -0.5139 9.5041 -2.0147 0.01 0.01 -0.01 -0.09
C -0.3993 8.7250 -3.1565 0.03 0.02 -0.01 -0.14
C 0.8061 6.0510 -5.0251 -0.02 0.04 -0.04 -0.42
C 1.7232 6.2455 -3.9984 0.00 -0.01 0.04 -0.12
C 3.0097 5.7320 -4.0981 0.00 0.02 0.03 -0.08
C 3.3922 5.0102 -5.2186 0.00 -0.01 0.00 -0.09
C 2.4852 4.8143 -6.2495 0.00 -0.01 -0.02 -0.09
C 1.2048 5.3402 -6.1551 0.01 -0.01 -0.03 -0.14
P -1.4545 2.5986 -2.5311 -0.21 -0.09 0.05 1.09
C -3.2251 2.9969 -2.2623 -0.02 0.02 -0.01 -0.38
C -3.4850 3.8384 -1.1787 0.05 -0.05 0.02 -0.14
C -4.7665 4.2819 -0.9047 -0.04 -0.01 0.04 -0.09
C -5.8272 3.8630 -1.6961 -0.02 0.00 -0.01 -0.09
C -5.5862 3.0225 -2.7710 0.02 0.01 0.00 -0.07
C -4.2932 2.6044 -3.0607 0.01 -0.05 -0.06 -0.08
C -1.4104 1.5250 -4.0069 0.19 0.05 -0.01 -0.37
C -0.4528 1.7498 -4.9975 -0.06 0.05 -0.02 -0.12
C -0.2758 0.8450 -6.0330 0.01 0.01 -0.02 -0.09
C -1.0357 -0.3126 -6.0874 -0.01 -0.03 0.00 -0.08
C -1.9709 -0.5624 -5.0943 0.00 0.02 -0.01 -0.06
C -2.1522 0.3468 -4.0643 -0.04 -0.04 0.03 -0.11
H -0.9903 4.9031 -2.3152 0.07 -0.03 -0.05 0.06
H 0.1297 4.1615 -3.4221 -0.06 0.03 0.03 0.06
H -2.7798 4.9186 -4.1117 0.05 -0.01 0.00 0.06
H -1.6608 4.1744 -5.2272 -0.01 -0.03 0.03 0.05
H -2.7259 6.3746 -2.4248 -0.01 0.00 -0.01 0.08
H -2.9279 7.7565 -0.4192 -0.02 -0.01 0.02 0.10
H -1.5072 9.7622 -0.1311 -0.01 0.02 0.02 0.10
H 0.0981 10.3899 -1.9055 0.01 0.01 0.01 0.10
H 0.2998 9.0216 -3.9311 0.00 -0.03 0.00 0.10
H 1.4339 6.7792 -3.1019 -0.02 0.03 0.00 0.10
H 3.7122 5.8903 -3.2899 0.02 0.00 0.02 0.10
H 4.3926 4.6050 -5.2905 0.02 -0.01 0.00 0.10
H 2.7758 4.2589 -7.1317 0.01 -0.01 -0.02 0.10
H 0.5085 5.1878 -6.9738 -0.01 0.02 0.01 0.09
H -2.6665 4.1565 -0.5404 0.04 0.00 0.03 0.10
H -4.9401 4.9411 -0.0642 -0.01 0.02 0.02 0.10
H -6.8338 4.1932 -1.4779 -0.02 0.01 0.01 0.10
H -6.4043 2.6999 -3.4013 -0.02 -0.01 -0.01 0.10
H -4.1222 1.9819 -3.9288 0.00 -0.02 0.00 0.10
H 0.1755 2.6308 -4.9630 0.02 0.04 -0.01 0.09
H 0.4675 1.0441 -6.7945 0.02 0.01 -0.02 0.11
H -0.8903 -1.0235 -6.8894 0.00 -0.02 -0.02 0.10
H -2.5510 -1.4748 -5.1093 -0.01 -0.03 -0.01 0.10
H -2.8647 0.1231 -3.2824 -0.07 0.03 0.02 0.09
Cl -1.8642 -4.0302 1.0677 0.07 0.09 0.09 0.57
C -0.7060 -3.5881 2.3803 -0.12 -0.24 -0.03 -0.46
C -0.9643 -2.1647 2.8682 -0.15 0.20 0.02 -0.75
O -1.4624 -1.9931 3.9719 0.05 -0.07 0.14 0.02
O -0.6073 -1.2423 2.0544 -0.48 -0.84 1.28 -0.38
H 0.2862 -3.6842 1.9426 -0.02 0.03 0.02 0.05
H -0.8706 -4.2946 3.1885 0.04 0.01 -0.06 0.07
```
Forces are in eV/Å.